[1]
Density functional theory data (ωB97M-V/def2-TZVPD) for a molecular structure, C47H104NbO at a distorted geometry.

Results
Max |F| = 5.57 eV Å⁻¹
Kohn-Sham gap = 6.690 eV
Highest occupied orbital energy = -4.49 eV
Net charge = -1
E_tot = -54011.0154 eV

Last column: Mulliken charge in e.
Geometry (Å):
C 2.097 -1.433 -1.192  -0.57
C 3.154 -1.058 0.003  -0.27
C 2.637 0.086 1.058  0.01
O 1.524 0.921 0.579  -0.44
Nb 2.157 2.422 -0.762  -0.40
C -0.004 3.271 -0.684  -1.33
C -0.919 2.019 -0.057  0.83
C -1.450 1.983 1.513  -0.68
C -2.356 0.690 2.064  -0.48
C -2.641 -0.524 0.979  -0.59
C -2.080 -0.513 -0.588  0.60
C -2.323 -1.742 -1.668  -0.77
C -1.221 0.785 -1.145  -0.19
H 0.970 -1.447 -0.876  0.01
H 2.286 -0.732 -2.140  0.15
H 2.362 -2.542 -1.541  0.34
H 4.198 -0.694 -0.416  0.21
H 3.319 -2.048 0.632  0.18
H 2.237 -0.477 2.031  -0.17
H 3.487 0.808 1.451  0.28
H 2.731 3.534 0.544  -0.02
H 3.790 1.650 -0.985  0.03
H 1.548 1.352 -2.137  -0.02
H 2.658 3.664 -2.026  0.08
H -0.010 4.124 0.118  0.38
H -0.390 3.585 -1.744  0.28
H -1.168 2.876 2.222  0.34
H -2.754 0.657 3.185  0.39
H -3.244 -1.456 1.357  0.21
H -3.324 -2.273 -1.373  0.32
H -1.410 -2.510 -1.635  0.26
H -2.392 -1.372 -2.793  -0.03
H -0.828 0.842 -2.246  0.11
C -5.905 1.835 3.038  -0.92
C -5.898 3.303 2.641  -0.53
C -4.599 4.022 3.013  -0.18
C -4.294 4.083 4.515  -0.59
C -5.376 4.744 5.372  -0.47
C -5.606 6.207 5.024  -1.20
H -5.823 1.708 4.121  0.27
H -6.842 1.364 2.720  0.38
H -5.079 1.298 2.561  0.07
H -6.759 3.809 3.088  0.28
H -6.033 3.370 1.554  0.36
H -4.631 5.038 2.606  0.34
H -3.760 3.523 2.511  -0.08
H -3.350 4.625 4.653  0.41
H -4.116 3.070 4.893  0.28
H -5.071 4.682 6.424  0.37
H -6.319 4.193 5.294  0.25
H -4.685 6.785 5.141  0.29
H -6.364 6.636 5.687  0.38
H -5.962 6.326 3.996  0.28
C 4.617 -1.328 5.232  -0.99
C 4.203 -2.493 4.346  -0.26
C 2.759 -2.943 4.576  -0.52
C 2.457 -3.474 5.983  -0.93
C 3.321 -4.656 6.432  -0.08
C 3.138 -5.893 5.568  -1.29
H 4.579 -1.592 6.292  0.10
H 5.645 -1.028 5.002  0.39
H 3.967 -0.462 5.066  0.30
H 4.894 -3.329 4.491  0.27
H 4.308 -2.187 3.298  0.23
H 2.508 -3.710 3.836  0.32
H 2.086 -2.099 4.375  0.33
H 1.401 -3.769 6.022  0.42
H 2.568 -2.661 6.712  0.34
H 3.051 -4.909 7.464  0.38
H 4.379 -4.373 6.453  0.00
H 2.094 -6.220 5.571  0.29
H 3.751 -6.714 5.953  0.40
H 3.440 -5.712 4.532  0.30
C 9.874 0.783 9.525  -1.18
C 9.760 -0.731 9.431  -0.41
C 9.093 -1.206 8.138  -0.85
C 7.640 -0.752 7.948  -0.18
C 6.679 -1.161 9.068  -0.53
C 6.536 -2.668 9.214  -1.09
H 8.891 1.263 9.532  0.29
H 10.386 1.064 10.451  0.37
H 10.451 1.184 8.686  0.29
H 9.223 -1.114 10.304  0.23
H 10.769 -1.159 9.478  0.36
H 9.141 -2.300 8.100  0.34
H 9.680 -0.849 7.282  0.40
H 7.273 -1.158 6.997  0.01
H 7.610 0.338 7.839  0.36
H 5.692 -0.738 8.847  0.36
H 6.993 -0.725 10.022  0.37
H 6.178 -3.117 8.283  0.17
H 5.814 -2.902 10.003  0.38
H 7.485 -3.140 9.483  0.30
C -5.823 -3.779 -6.825  -0.82
C -5.816 -2.312 -7.222  -0.54
C -4.517 -1.593 -6.850  -0.78
C -4.212 -1.531 -5.348  -0.46
C -5.294 -0.870 -4.490  -0.36
C -5.525 0.592 -4.839  -1.26
H -5.741 -3.907 -5.742  0.28
H -6.760 -4.250 -7.143  0.43
H -4.997 -4.316 -7.301  -0.10
H -6.677 -1.805 -6.775  0.28
H -5.951 -2.244 -8.308  0.38
H -4.549 -0.576 -7.257  0.39
H -3.678 -2.091 -7.352  0.31
H -3.268 -0.990 -5.209  0.38
H -4.034 -2.545 -4.970  0.29
H -4.989 -0.933 -3.439  0.31
H -6.238 -1.421 -4.569  0.27
H -4.604 1.171 -4.722  0.29
H -6.282 1.022 -4.176  0.39
H -5.880 0.712 -5.867  0.29
C -3.631 -6.765 -8.082  -1.30
C -2.439 -5.861 -7.812  -0.13
C -1.792 -5.318 -9.088  -0.60
C -1.197 -6.379 -10.021  -0.80
C -0.135 -7.281 -9.387  -0.36
C 1.099 -6.521 -8.926  -1.18
H -3.343 -7.658 -8.644  0.41
H -4.073 -7.097 -7.137  0.35
H -4.403 -6.234 -8.647  0.28
H -1.702 -6.395 -7.205  0.34
H -2.777 -5.011 -7.206  0.08
H -1.013 -4.600 -8.809  0.33
H -2.541 -4.745 -9.651  0.36
H -0.760 -5.871 -10.890  0.38
H -2.002 -7.010 -10.418  0.31
H 0.174 -8.027 -10.130  0.37
H -0.558 -7.843 -8.547  0.23
H 1.565 -5.990 -9.762  0.29
H 1.837 -7.216 -8.513  0.37
H 0.857 -5.793 -8.146  0.28
C 0.827 5.945 -4.269  -1.02
C 1.045 7.193 -3.428  -0.46
C 0.196 7.216 -2.154  -0.47
C -1.321 7.230 -2.381  -0.51
C -1.842 8.393 -3.230  -0.47
C -1.591 9.754 -2.600  -1.20
H -0.204 5.872 -4.627  0.28
H 1.480 5.965 -5.148  0.37
H 1.060 5.042 -3.696  0.13
H 0.853 8.083 -4.034  0.26
H 2.102 7.238 -3.141  0.36
H 0.483 8.089 -1.557  0.33
H 0.445 6.339 -1.544  0.12
H -1.816 7.255 -1.402  0.38
H -1.629 6.288 -2.849  0.28
H -2.923 8.266 -3.365  0.37
H -1.403 8.364 -4.233  0.25
H -2.063 9.821 -1.615  0.29
H -2.012 10.543 -3.231  0.38
H -0.522 9.957 -2.486  0.28

Cartesian forces (eV/Å) of the 3 atoms listed first:
C 0.9024 -0.5793 -0.7993
C 0.0406 -0.0837 0.4787
C -0.4351 -0.3462 1.4188

***

[2]
Density functional theory data (ωB97M-V/def2-TZVPD) for a molecular structure, C47H116CsN8O14S at a distorted geometry.

Results
Max |F| = 5.79 eV Å⁻¹
Kohn-Sham gap = 6.717 eV
Highest occupied orbital energy = -5.03 eV
Net charge = -1
E_tot = -102582.5163 eV

Last column: Mulliken charge in e.
Geometry (Å):
O 0.972 -0.847 -4.202  -0.15
H 0.190 -0.653 -3.680  0.15
H 0.978 -0.458 -5.080  0.52
H 1.755 -0.503 -3.766  0.08
Cs 0.712 0.379 0.117  -0.63
O -0.798 -0.065 -2.611  0.48
H -1.048 0.845 -2.358  -0.54
S 2.981 1.636 -3.434  1.34
O 2.591 0.379 -2.823  -1.27
O 2.685 2.741 -2.559  -1.08
O 4.438 1.583 -3.705  -0.90
O 2.268 1.751 -4.672  -0.78
C 2.535 4.931 0.855  -1.26
C 3.767 4.064 0.833  0.39
C 4.342 3.668 2.231  0.02
O 4.342 4.690 3.215  -0.48
C 4.735 4.108 4.489  -0.61
N 3.383 2.861 0.062  0.20
H 1.627 4.343 0.985  -0.15
H 2.349 5.406 -0.109  0.45
H 2.600 5.759 1.560  0.46
H 4.476 4.522 0.143  0.41
H 5.311 3.170 2.177  0.44
H 3.650 2.907 2.593  -0.25
H 5.486 3.355 4.247  0.27
H 3.996 3.657 5.151  0.16
H 5.125 4.887 5.143  0.33
H 3.070 3.007 -0.887  -0.09
H 4.244 2.382 -0.159  0.23
C 5.642 -1.230 2.434  -1.64
C 4.364 -0.781 3.168  0.92
C 4.642 0.109 4.431  -0.08
O 5.334 -0.747 5.389  -0.45
C 5.499 -0.181 6.740  -0.73
N 3.659 -0.026 2.162  0.49
H 5.427 -1.807 1.535  0.44
H 6.260 -1.859 3.075  0.47
H 6.324 -0.404 2.233  0.30
H 3.662 -1.551 3.488  -0.39
H 3.703 0.524 4.798  0.04
H 5.361 0.887 4.175  0.53
H 6.206 -0.811 7.280  0.29
H 4.566 -0.105 7.298  0.19
H 5.903 0.829 6.674  0.31
H 3.867 -0.461 1.275  -0.33
H 3.977 0.928 2.064  -0.47
C -2.698 1.964 0.606  0.01
C -2.223 3.428 0.785  0.48
C -2.630 4.062 2.161  -0.25
O -4.066 3.984 2.275  -0.35
C -4.524 4.225 3.571  -0.76
N -0.800 3.369 0.695  0.43
H -2.490 1.337 1.474  -0.32
H -2.371 1.490 -0.319  -0.41
H -3.771 1.984 0.417  0.52
H -2.732 3.889 -0.062  0.05
H -2.336 5.112 2.146  0.59
H -2.131 3.570 2.996  -0.07
H -4.360 5.291 3.727  0.32
H -4.059 3.638 4.363  0.23
H -5.572 3.961 3.708  0.27
H -0.703 3.132 -0.282  -0.75
H -0.450 4.310 0.809  0.36
C -2.219 3.676 -3.175  -1.38
C -0.708 3.607 -3.371  0.88
C -0.082 5.048 -3.572  -0.91
O -0.477 5.676 -4.787  -0.38
C -0.189 7.019 -4.879  -0.79
N -0.016 2.741 -2.410  0.92
H -2.503 4.473 -2.488  0.21
H -2.664 2.732 -2.862  0.21
H -2.745 3.804 -4.121  0.40
H -0.643 3.109 -4.339  0.25
H 0.995 4.945 -3.707  0.52
H -0.390 5.622 -2.699  0.43
H -0.384 7.366 -5.894  0.26
H 0.860 7.248 -4.689  0.29
H -0.860 7.600 -4.247  0.32
H -0.149 1.757 -2.594  -1.53
H 0.971 2.940 -2.494  0.17
C 2.468 -2.963 -1.304  -1.02
C 3.818 -2.388 -1.239  0.76
C 4.700 -2.618 -2.522  -0.71
O 4.896 -4.066 -2.700  -0.43
C 5.898 -4.771 -1.981  -0.78
N 3.757 -0.946 -0.882  0.61
H 2.447 -4.018 -1.580  0.51
H 1.791 -2.568 -2.061  -0.12
H 2.124 -3.126 -0.283  -0.01
H 4.196 -3.006 -0.425  0.13
H 5.681 -2.220 -2.261  0.51
H 4.306 -2.220 -3.457  0.13
H 5.973 -5.834 -2.210  0.29
H 5.525 -4.804 -0.957  0.28
H 6.932 -4.427 -1.972  0.31
H 3.406 -0.496 -1.715  -0.60
H 4.693 -0.569 -0.916  0.42
C 1.891 -2.680 5.481  -1.77
C 0.656 -1.824 5.634  1.78
C 0.484 -1.534 7.149  -1.31
C -0.393 -0.300 7.438  -0.65
C 0.065 0.858 6.629  -1.48
C 0.079 0.604 5.114  1.81
N 0.885 -0.620 4.822  -0.01
O 0.994 -0.785 3.413  1.86
C -1.304 0.700 4.480  -1.27
C 0.834 1.908 4.601  -1.97
C -0.507 -2.752 5.254  -1.82
H 1.760 -3.687 5.877  0.46
H 2.838 -2.250 5.805  0.20
H 2.107 -2.792 4.418  0.34
H 0.041 -2.273 7.816  0.30
H 1.437 -1.190 7.552  0.34
H -0.285 -0.021 8.486  0.47
H -1.437 -0.558 7.264  0.37
H 1.060 1.147 6.965  0.41
H -0.646 1.600 6.993  0.19
H -1.160 0.411 3.439  0.13
H -1.973 -0.098 4.801  0.28
H -1.693 1.708 4.333  0.21
H 1.028 1.889 3.528  0.21
H 0.260 2.834 4.627  0.50
H 1.791 2.096 5.087  0.29
H -0.569 -3.714 5.762  0.47
H -0.358 -3.068 4.222  0.24
H -1.454 -2.236 5.411  0.37
H 1.936 -0.645 3.295  -0.42
C -4.051 0.791 -7.038  -1.73
C -4.510 0.030 -5.780  1.22
C -5.695 -0.856 -6.161  -1.31
C -5.290 -2.188 -6.834  -0.86
C -4.240 -2.938 -6.014  -1.21
C -3.015 -2.056 -5.577  2.24
N -3.410 -0.700 -5.066  0.92
O -2.323 0.104 -4.807  -0.10
C -2.336 -2.711 -4.388  -2.58
C -1.966 -2.004 -6.718  -1.56
C -5.144 1.068 -4.848  -1.52
H -3.183 1.410 -6.811  0.23
H -4.904 1.352 -7.418  0.50
H -3.810 0.140 -7.878  0.44
H -6.384 -1.003 -5.328  0.46
H -6.333 -0.378 -6.905  0.45
H -4.835 -2.048 -7.815  0.36
H -6.133 -2.870 -6.944  0.40
H -3.972 -3.749 -6.691  0.37
H -4.662 -3.496 -5.178  0.45
H -1.917 -3.680 -4.658  0.62
H -1.563 -2.082 -3.948  0.09
H -3.043 -2.962 -3.597  0.30
H -1.006 -1.558 -6.458  -0.03
H -1.660 -3.016 -6.982  0.50
H -2.328 -1.447 -7.582  0.34
H -6.029 1.576 -5.231  0.41
H -4.393 1.857 -4.830  0.13
H -5.293 0.771 -3.810  0.34
H -1.925 -0.173 -3.978  0.26
C -0.615 -4.592 1.163  -1.61
C -1.652 -4.510 0.000  1.36
C -3.021 -5.223 0.429  -1.47
C -4.050 -4.534 1.274  -0.64
C -4.301 -3.161 0.651  -1.25
C -2.943 -2.258 0.383  1.95
N -1.912 -3.123 -0.312  -0.11
O -0.832 -2.486 -0.998  1.59
C -3.470 -1.158 -0.575  -1.75
C -2.392 -1.712 1.665  -1.54
C -1.141 -5.283 -1.292  -1.61
H 0.155 -3.823 1.226  -0.03
H -0.080 -5.539 1.235  0.58
H -1.158 -4.524 2.105  0.46
H -3.478 -5.726 -0.423  0.41
H -2.676 -5.998 1.113  0.42
H -3.632 -4.413 2.274  0.26
H -5.022 -5.008 1.409  0.42
H -5.003 -2.605 1.273  0.48
H -4.908 -3.323 -0.240  0.44
H -4.428 -0.731 -0.280  0.66
H -2.669 -0.436 -0.730  -0.14
H -3.650 -1.545 -1.578  0.19
H -1.390 -1.303 1.535  -0.18
H -3.040 -0.995 2.169  0.62
H -2.190 -2.460 2.431  0.20
H -0.206 -4.847 -1.644  0.08
H -1.783 -5.177 -2.166  0.38
H -0.885 -6.323 -1.090  0.42
H -1.294 -1.984 -1.674  -0.40

Cartesian forces (eV/Å) of the 3 atoms listed first:
O 0.3788 -2.8871 -3.2189
H -2.4363 1.7069 1.9941
H -0.3083 0.5900 -0.3338